Record 1
Density functional theory data (ωB97M-V/def2-TZVPD) for a structure of composition C18H22O6ReS2.

As for the HOMO-LUMO gap (alpha / beta): 7.99 / 7.41 eV. As for the HOMO energy (alpha / beta): -15.61 / -15.61 eV. As for the expectation value of S²: 0.755. Its total charge is +2. For the LUMO energy (alpha / beta), the calculation gives -7.619 / -8.195 eV. The spin multiplicity is 2.

Each line ends with the Löwdin spin population.
Atoms and positions in Å:
Re  -0.106  -0.417  0.016  0.757
C  -0.419  -1.939  -3.052  0.004
C  0.420  -1.697  -1.828  0.017
C  0.213  -2.570  -0.694  0.004
C  -0.829  -3.646  -0.752  0.000
C  1.058  -2.447  0.445  0.002
C  0.918  -3.413  1.579  0.000
C  1.926  -1.326  0.533  0.019
C  2.654  -1.049  1.820  0.005
C  2.150  -0.457  -0.609  0.001
C  3.211  0.606  -0.533  0.000
C  1.427  -0.685  -1.807  0.003
C  1.630  0.214  -2.988  0.000
H  -0.384  -2.999  -3.304  0.001
H  -0.064  -1.386  -3.912  0.001
H  -1.463  -1.679  -2.871  0.001
H  -0.398  -4.550  -1.191  0.000
H  -1.678  -3.346  -1.359  0.000
H  -1.199  -3.891  0.239  0.000
H  0.056  -3.153  2.200  0.000
H  1.803  -3.424  2.207  0.001
H  0.764  -4.420  1.195  0.000
H  3.606  -1.586  1.822  0.002
H  2.077  -1.381  2.679  0.000
H  2.861  0.009  1.940  0.000
H  2.795  1.558  -0.198  0.000
H  3.679  0.756  -1.501  0.000
H  3.994  0.319  0.163  0.000
H  2.318  -0.262  -3.692  0.000
H  2.051  1.170  -2.695  0.000
H  0.698  0.408  -3.509  0.000
O  -2.699  0.390  -0.211  0.021
S  -2.076  1.723  -0.953  0.002
O  -0.604  1.296  -1.061  0.019
O  -1.967  -0.744  -0.688  0.032
C  -2.207  2.821  0.416  0.004
C  -3.077  3.862  0.148  0.000
C  -3.312  4.861  1.099  0.000
C  -2.645  4.830  2.301  0.000
C  -1.746  3.793  2.573  0.000
C  -1.526  2.782  1.652  0.002
S  -0.443  1.570  2.345  0.000
O  0.567  1.088  1.286  0.013
O  -1.502  0.318  2.365  0.018
O  -0.921  -0.854  1.759  0.073
H  -3.579  3.909  -0.812  0.000
H  -4.008  5.657  0.875  0.000
H  -2.805  5.602  3.041  0.000
H  -1.221  3.778  3.521  0.000

Record 2
Density functional theory data (ωB97M-V/def2-TZVPD) for an isolated molecule of C18H22O7.

As for the HOMO-LUMO gap: 8.64 eV. As for the SMILES: CCO[C@@H]1OC(C(=O)O)=C[C@H](c2ccc3c(c2)OCO3)[C@H]1CCCO. As for the HOMO energy: -7.91 eV. Its total charge is 0. For the LUMO energy, the calculation gives 0.726 eV. The spin multiplicity is 1. The calculation puts the relative energy (zero: lowest compared OMol25 entry of this formula, charge and spin) at 0.140 eV.

Each line ends with the natural charge from an NBO analysis.
Atoms and positions in Å:
C  -0.230  -2.408  -2.444  -0.645
C  -0.153  -0.921  -2.772  -0.057
O  -0.027  -0.086  -1.631  -0.545
C  1.262  0.092  -1.137  0.387
O  1.820  -1.097  -0.622  -0.501
C  1.382  -1.474  0.611  0.169
C  1.712  -2.887  0.917  0.746
O  2.110  -3.693  0.117  -0.571
O  1.497  -3.202  2.206  -0.685
C  0.707  -0.684  1.451  -0.197
C  0.353  0.726  1.109  -0.275
C  -1.130  0.894  0.833  0.005
C  -1.669  2.172  0.828  -0.218
C  -3.013  2.410  0.554  -0.256
C  -3.797  1.315  0.288  0.218
C  -3.265  0.026  0.299  0.298
C  -1.942  -0.211  0.573  -0.271
O  -4.257  -0.876  0.010  -0.492
C  -5.426  -0.113  -0.194  0.238
O  -5.134  1.255  -0.010  -0.481
C  1.208  1.209  -0.083  -0.234
C  2.614  1.613  0.372  -0.396
C  3.390  2.402  -0.680  -0.416
C  4.732  2.880  -0.131  -0.051
O  5.529  1.753  0.161  -0.726
H  0.698  -2.759  -2.000  0.236
H  -0.417  -2.968  -3.357  0.211
H  -1.046  -2.589  -1.748  0.206
H  0.683  -0.728  -3.460  0.164
H  -1.084  -0.594  -3.244  0.187
H  1.946  0.358  -1.961  0.165
H  1.716  -4.137  2.348  0.502
H  0.383  -1.074  2.402  0.238
H  0.592  1.358  1.973  0.230
H  -1.029  3.015  1.043  0.207
H  -3.423  3.406  0.550  0.226
H  -1.547  -1.213  0.570  0.231
H  -6.200  -0.425  0.526  0.156
H  -5.799  -0.276  -1.218  0.154
H  0.713  2.063  -0.552  0.225
H  2.523  2.233  1.267  0.198
H  3.189  0.725  0.638  0.227
H  2.813  3.272  -0.999  0.203
H  3.588  1.776  -1.549  0.206
H  5.227  3.516  -0.879  0.160
H  4.570  3.480  0.777  0.152
H  6.383  2.045  0.493  0.471

Record 3
Density functional theory data (ωB97M-V/def2-TZVPD) for a structure of composition C18H23AuClN4OSSi.

As for the HOMO-LUMO gap: 7.10 eV. As for the HOMO energy: -10.36 eV. Its total charge is +1. For the LUMO energy, the calculation gives -3.260 eV. The spin multiplicity is 1. The calculation puts the relative energy (zero: lowest compared OMol25 entry of this formula, charge and spin) at 0.675 eV.

Each line ends with the natural charge from an NBO analysis.
Atoms and positions in Å:
Au  -0.663  -0.079  0.209  1.467
S  0.674  -0.703  -2.226  -0.377
C  1.379  -1.575  -0.931  0.069
C  2.475  -2.458  -1.016  -0.255
C  2.945  -3.081  0.109  -0.121
C  2.351  -2.849  1.360  -0.283
C  1.292  -1.990  1.420  0.065
N  0.827  -1.396  0.303  -0.528
H  2.928  -2.615  -1.984  0.247
H  3.790  -3.754  0.036  0.234
H  2.717  -3.319  2.259  0.241
H  0.795  -1.737  2.346  0.221
C  0.174  4.084  1.268  -1.149
Si  1.149  2.669  0.536  1.895
C  1.136  2.847  -1.316  -1.155
C  2.884  2.712  1.190  -1.142
O  0.486  1.224  1.058  -1.143
H  0.753  5.007  1.184  0.249
H  -0.054  3.934  2.326  0.237
H  -0.767  4.236  0.732  0.220
H  1.543  3.820  -1.601  0.248
H  0.122  2.784  -1.719  0.221
H  1.725  2.070  -1.803  0.260
H  3.336  3.683  0.976  0.243
H  3.494  1.940  0.716  0.243
H  2.921  2.554  2.269  0.245
N  -4.688  4.510  -0.415  -0.742
C  -3.845  3.474  -0.274  0.263
C  -3.393  3.064  0.995  -0.309
C  -2.511  2.026  1.094  0.090
N  -2.078  1.343  0.015  -0.545
C  -2.495  1.725  -1.206  0.074
C  -3.363  2.765  -1.390  -0.298
H  -5.034  5.011  0.384  0.411
H  -5.018  4.792  -1.321  0.411
H  -3.708  3.582  1.890  0.242
H  -2.103  1.724  2.049  0.237
H  -2.097  1.162  -2.041  0.241
H  -3.660  3.037  -2.394  0.241
Cl  -2.714  -4.461  -2.704  0.081
C  -2.915  -3.383  -1.383  -0.066
C  -4.020  -3.464  -0.556  -0.143
C  -4.127  -2.565  0.493  -0.227
C  -3.139  -1.621  0.677  0.051
N  -2.073  -1.556  -0.135  -0.488
C  -1.948  -2.416  -1.151  0.029
H  -4.776  -4.217  -0.730  0.253
H  -4.969  -2.597  1.169  0.249
H  -3.183  -0.906  1.485  0.220
H  -1.075  -2.306  -1.784  0.272

Record 4
Density functional theory data (ωB97M-V/def2-TZVPD) for an isolated molecule of C18H23BF3NO3S2.

As for the HOMO-LUMO gap: 7.50 eV. As for the HOMO energy: -8.20 eV. Its total charge is 0. For the LUMO energy, the calculation gives -0.697 eV. The spin multiplicity is 1.

Each line ends with the natural charge from an NBO analysis.
Atoms and positions in Å:
C  -5.664  -0.147  -1.376  -0.255
O  -4.648  -1.178  -1.356  -0.496
C  -3.367  -0.864  -1.026  0.340
C  -2.948  0.413  -0.545  -0.283
C  -1.591  0.693  -0.486  -0.017
C  -0.682  -0.311  -0.774  0.146
N  0.611  0.296  -0.888  -0.422
C  1.801  -0.414  -1.286  0.926
O  2.810  0.160  -1.641  -0.527
O  1.668  -1.758  -1.243  -0.537
C  2.903  -2.583  -1.374  0.281
C  3.780  -2.336  -0.168  -0.648
C  3.669  -2.273  -2.638  -0.656
C  2.411  -4.017  -1.412  -0.625
C  0.583  1.620  -0.652  0.364
B  1.907  2.592  -0.716  1.140
F  1.360  3.814  -0.220  -0.556
F  2.823  2.047  0.189  -0.529
F  2.308  2.709  -2.032  -0.517
C  -0.831  1.978  -0.222  -0.365
C  -1.059  -1.578  -1.198  -0.207
C  -2.406  -1.868  -1.303  -0.251
H  -6.595  -0.702  -1.495  0.206
H  -5.687  0.426  -0.438  0.183
H  -5.525  0.524  -2.237  0.187
H  -3.672  1.197  -0.310  0.234
H  3.225  -2.566  0.750  0.216
H  4.674  -2.972  -0.205  0.223
H  4.093  -1.286  -0.156  0.243
H  3.047  -2.455  -3.522  0.212
H  3.990  -1.228  -2.627  0.261
H  4.559  -2.917  -2.702  0.220
H  1.783  -4.185  -2.295  0.215
H  3.254  -4.717  -1.461  0.226
H  1.823  -4.252  -0.518  0.218
H  -1.217  2.864  -0.746  0.292
H  -0.329  -2.330  -1.465  0.252
H  -2.751  -2.840  -1.652  0.234
C  -1.074  2.123  4.384  -0.427
C  0.153  1.526  3.688  -0.543
S  -0.207  0.771  2.117  0.219
C  -0.699  2.274  1.229  -0.487
S  -2.250  2.777  1.985  0.215
C  -1.606  3.300  3.578  -0.531
H  -1.852  1.355  4.456  0.218
H  -0.813  2.450  5.395  0.216
H  0.945  2.272  3.523  0.223
H  0.555  0.685  4.266  0.236
H  0.036  3.085  1.360  0.278
H  -2.461  3.768  4.085  0.237
H  -0.838  4.059  3.379  0.219

Record 5
Density functional theory data (ωB97M-V/def2-TZVPD) for a structure of composition C18H23F9N4O5S3V.

As for the HOMO-LUMO gap (alpha / beta): 5.88 / 7.16 eV. As for the HOMO energy (alpha / beta): -14.55 / -14.66 eV. As for the expectation value of S²: 0.822. Its total charge is +2. For the LUMO energy (alpha / beta), the calculation gives -8.672 / -7.500 eV. The spin multiplicity is 2. The calculation puts the relative energy (zero: lowest compared OMol25 entry of this formula, charge and spin) at 0.345 eV.

Each line ends with the Löwdin spin population.
Atoms and positions in Å:
V  0.465  0.314  0.419  1.124
F  2.150  -3.167  0.314  0.000
C  3.296  -2.514  0.249  0.000
F  4.080  -2.841  1.256  0.000
F  3.891  -2.721  -0.904  0.000
S  2.971  -0.693  0.408  0.005
O  1.905  -0.396  -0.662  0.008
O  2.154  -0.443  1.619  0.006
N  4.251  0.010  0.166  -0.001
S  5.066  1.090  1.118  0.000
O  6.067  1.657  0.302  0.000
O  5.272  0.537  2.403  0.000
C  3.758  2.428  1.357  0.000
F  3.198  2.331  2.550  0.000
F  2.764  2.309  0.434  0.001
F  4.306  3.613  1.212  0.000
F  -4.958  -7.222  -0.643  -0.001
C  -5.463  -6.041  -1.011  -0.002
F  -6.556  -5.815  -0.272  -0.002
F  -5.836  -6.123  -2.290  0.000
C  -4.454  -4.934  -0.796  -0.024
C  -4.358  -3.894  -1.710  0.002
C  -3.456  -2.871  -1.487  -0.016
C  -2.650  -2.899  -0.342  -0.004
C  -2.756  -3.954  0.578  -0.015
C  -3.660  -4.969  0.348  0.003
C  -1.700  -1.877  -0.124  -0.023
C  -0.860  -1.004  0.067  -0.051
H  -4.980  -3.890  -2.594  0.001
H  -3.367  -2.058  -2.194  0.000
H  -2.120  -3.978  1.452  0.000
H  -3.748  -5.793  1.042  0.001
C  0.938  0.962  -3.127  0.000
N  1.176  2.214  -2.406  -0.004
C  2.342  2.967  -2.873  0.000
C  0.385  2.634  -1.422  -0.001
N  -0.263  1.698  -0.644  -0.025
N  0.182  3.927  -1.170  -0.004
C  -0.268  4.396  0.138  0.000
C  0.217  4.959  -2.213  0.000
H  0.836  1.197  -4.187  0.000
H  0.022  0.496  -2.779  0.000
H  1.777  0.284  -2.990  0.000
H  3.177  2.270  -2.933  0.000
H  2.591  3.752  -2.169  0.000
H  2.175  3.392  -3.863  0.000
H  -1.221  1.952  -0.427  0.005
H  -1.337  4.619  0.123  0.000
H  0.272  5.310  0.381  0.000
H  -0.055  3.652  0.901  0.000
H  0.168  4.499  -3.194  0.000
H  1.108  5.579  -2.134  0.000
H  -0.662  5.589  -2.080  0.000
C  0.324  -0.793  3.994  0.002
S  -0.350  0.803  3.582  0.001
C  -2.098  0.473  3.699  0.000
O  -0.170  0.976  2.041  0.019
H  -0.068  -1.549  3.315  0.000
H  0.009  -0.989  5.020  0.000
H  1.407  -0.721  3.949  0.000
H  -2.299  0.136  4.717  0.000
H  -2.368  -0.291  2.971  0.000
H  -2.617  1.410  3.515  0.000

The following M values (in g/mol) correspond, in order, to the records above: 584.709; 350.367; 603.982; 433.326; 693.532.